Record 1
Below is C20H35HgNSi2 as an isolated structure at a distorted geometry, with properties calculated with wB97M-V/def2-TZVPD.

Summary:
Charge: 0
HOMO-LUMO gap (alpha / beta), eV: 5.35 / 5.30
Multiplicity: 1

Cartesian coordinates (Å):
C: 1.03 -0.82 -3.03
C: 0.35 2.23 -2.36
C: -0.34 -0.60 -2.38
H: 0.84 -1.26 -4.02
C: -1.02 2.11 -2.08
H: 0.90 2.90 -1.71
H: -0.67 -1.54 -1.95
H: -1.41 2.75 -1.29
C: -1.43 -0.05 -3.32
H: -2.25 -0.77 -3.39
H: -1.02 0.03 -4.33
C: 1.91 0.44 -3.21
H: 2.66 0.25 -3.99
H: 2.46 0.63 -2.28
C: 1.10 1.70 -3.55
H: 0.43 1.51 -4.39
H: 1.79 2.49 -3.87
C: -2.01 1.31 -2.88
H: -2.36 1.90 -3.74
H: -2.89 1.15 -2.24
Hg: -0.12 0.58 -1.03
H: 1.59 -1.56 -2.46
C: -2.62 -2.17 -0.65
Si: -1.61 -1.24 0.65
C: -2.51 0.39 0.89
C: -2.23 -2.43 2.01
C: 0.37 -0.92 0.37
C: 1.33 0.62 0.71
C: 2.56 0.93 1.26
C: 2.91 2.24 1.54
C: 2.02 3.25 1.23
C: 0.90 2.96 0.47
N: 0.79 1.77 0.13
Si: 0.77 -1.31 2.34
C: -0.25 -0.12 3.44
C: 0.77 -3.13 2.85
C: 2.36 -1.00 3.38
H: -3.63 -2.38 -0.26
H: -2.13 -3.13 -0.89
H: -2.80 -1.57 -1.55
H: -3.58 0.17 1.07
H: -2.11 0.98 1.72
H: -2.43 0.99 -0.03
H: -1.97 -3.47 1.71
H: -1.88 -2.24 3.03
H: -3.33 -2.39 2.05
H: 3.26 0.15 1.52
H: 3.85 2.47 2.03
H: 2.24 4.29 1.49
H: 0.29 3.77 0.11
H: -1.35 -0.22 3.38
H: 0.02 -0.24 4.50
H: -0.01 0.92 3.15
H: 1.64 -3.62 2.38
H: 0.90 -3.18 3.95
H: -0.11 -3.72 2.62
H: 3.24 -1.53 2.96
H: 2.58 0.08 3.55
H: 2.21 -1.37 4.41

***

Record 2
Below is one molecule with the formula C20H35N3O5S, with properties calculated with wB97M-V/def2-TZVPD.

Summary:
Charge: 0
HOMO-LUMO gap, eV: 9.83
Multiplicity: 1
Energy above the lowest of the compared OMol25 structures with the same formula, charge and spin, kcal per mole: 3.98

Cartesian coordinates (Å):
C: -4.27 2.72 3.48
C: -3.69 3.72 2.48
C: -4.79 4.72 2.10
C: -2.50 4.45 3.13
C: -1.72 5.32 2.16
C: -1.26 4.52 0.95
C: -2.44 3.83 0.25
C: -1.93 3.14 -1.00
O: -1.40 3.78 -1.89
N: -2.11 1.80 -1.09
C: -1.49 1.04 -2.16
C: -0.05 0.70 -1.86
C: 0.63 -0.03 -3.01
C: 2.04 -0.46 -2.60
C: 1.99 -1.26 -1.31
C: 1.25 -0.45 -0.26
O: -0.06 -0.11 -0.69
C: 1.46 -2.71 -1.42
C: 2.56 -3.13 -0.43
N: 3.27 -4.39 -0.60
C: 2.97 -5.39 -1.45
O: 1.98 -5.47 -2.14
C: 4.02 -6.51 -1.53
S: 4.62 -7.16 0.00
N: 3.26 -7.60 0.79
O: 5.37 -8.34 -0.30
O: 5.21 -6.07 0.74
C: 3.32 -1.83 -0.77
C: -3.20 2.95 1.25
H: -3.52 1.99 3.78
H: -4.62 3.23 4.38
H: -5.12 2.18 3.05
H: -4.45 5.48 1.40
H: -5.63 4.20 1.64
H: -5.17 5.23 2.99
H: -2.86 5.04 3.98
H: -1.82 3.69 3.55
H: -2.34 6.16 1.82
H: -0.86 5.76 2.66
H: -0.74 5.15 0.23
H: -0.55 3.75 1.27
H: -3.11 4.62 -0.12
H: -2.38 1.29 -0.27
H: -2.05 0.12 -2.32
H: -1.54 1.65 -3.07
H: 0.50 1.63 -1.64
H: 0.04 -0.91 -3.27
H: 0.66 0.62 -3.89
H: 2.51 -1.06 -3.39
H: 2.67 0.43 -2.45
H: 1.13 -1.01 0.67
H: 1.81 0.47 -0.04
H: 0.43 -2.91 -1.12
H: 1.62 -3.12 -2.41
H: 2.19 -3.09 0.59
H: 4.12 -4.50 -0.06
H: 3.57 -7.34 -2.08
H: 4.91 -6.17 -2.06
H: 3.18 -8.60 0.91
H: 3.11 -7.08 1.64
H: 4.03 -1.99 -1.58
H: 3.81 -1.30 0.05
H: -2.53 2.16 1.61
H: -4.05 2.47 0.77

***

Record 3
Below is a 7-piece molecular cluster, C20H35N4O10 overall at a distorted geometry, with properties calculated with wB97M-V/def2-TZVPD.

Summary:
Charge: -3
HOMO-LUMO gap, eV: 1.76
Multiplicity: 1
Energy above the lowest of the compared OMol25 structures with the same formula, charge and spin, kcal per mole: 259.17

Cartesian coordinates (Å):
N: 0.02 0.29 0.29
H: 0.29 -0.47 -0.32
H: 0.07 0.22 1.30
H: -0.95 0.38 0.05
H: 0.49 1.13 0.00
N: -4.38 3.48 -3.54
H: -4.27 2.62 -3.02
H: -3.71 4.21 -3.31
H: -5.35 3.77 -3.60
H: -4.24 3.24 -4.51
N: -4.46 -0.36 3.88
H: -4.48 -0.74 2.95
H: -4.88 -1.02 4.53
H: -5.16 0.37 3.99
H: -3.50 -0.12 4.08
C: 3.68 -1.55 6.77
C: 3.04 -2.27 7.78
C: 1.50 -2.35 7.73
O: 0.78 -3.11 8.50
C: 0.77 -1.63 6.81
C: 1.35 -0.81 5.82
C: 2.95 -0.76 5.68
O: 3.59 -0.26 4.81
O: 0.54 -0.33 5.05
O: 3.74 -2.92 8.61
H: 4.76 -1.52 6.76
H: -0.31 -1.68 6.84
C: 0.86 8.62 -0.42
C: 1.49 7.33 -0.17
C: 1.06 6.11 -1.07
O: 1.59 5.01 -1.01
C: 0.10 6.40 -2.10
C: -0.48 7.62 -2.27
C: -0.07 8.75 -1.39
O: -0.55 9.95 -1.41
O: -1.25 7.68 -3.32
O: 2.34 7.23 0.65
H: 1.24 9.44 0.18
H: -0.16 5.60 -2.79
O: -4.50 -1.10 -0.96
C: -4.83 -2.37 -1.55
C: -5.24 -3.66 -0.75
O: -6.21 -3.57 0.32
H: -4.13 -2.63 -2.35
H: -5.64 -2.19 -2.26
H: -4.25 -3.99 -0.42
H: -5.54 -4.42 -1.47
C: 2.28 -4.08 -0.42
C: 1.85 -4.08 -1.94
N: 1.92 -2.72 -2.55
C: 1.28 -2.85 -3.89
C: 1.01 -1.51 -4.49
C: 3.26 -2.06 -2.38
C: 4.43 -2.77 -3.11
H: 1.64 -3.40 0.14
H: 3.31 -3.78 -0.25
H: 2.22 -5.06 0.05
H: 2.43 -4.80 -2.52
H: 0.79 -4.33 -1.87
H: 1.79 -3.49 -4.61
H: 0.33 -3.39 -3.80
H: 1.96 -0.97 -4.49
H: 0.78 -1.44 -5.55
H: 0.38 -0.95 -3.80
H: 3.44 -1.96 -1.31
H: 3.22 -1.01 -2.65
H: 5.42 -2.35 -2.93
H: 4.18 -2.75 -4.17
H: 4.39 -3.83 -2.85

***

Record 4
Below is C20H35N4O3ReSSe as an isolated structure at a distorted geometry, with properties calculated with wB97M-V/def2-TZVPD.

Summary:
<S²>: 0.768
Charge: -1
HOMO-LUMO gap (alpha / beta), eV: 5.58 / 5.26
Multiplicity: 2
Energy above the lowest of the compared OMol25 structures with the same formula, charge and spin, kcal per mole: 37.15

Cartesian coordinates (Å):
Re: 0.18 0.22 -0.07
O: 0.16 -3.15 1.26
C: -0.55 -3.16 0.05
C: 0.31 -2.75 -1.13
C: 0.48 -3.62 -2.18
C: 1.28 -3.28 -3.26
C: 1.95 -2.06 -3.19
C: 1.75 -1.24 -2.11
N: 0.89 -1.53 -1.10
H: 0.17 -2.22 1.57
H: -1.43 -2.50 0.09
H: -0.90 -4.19 -0.11
H: -0.03 -4.57 -2.16
H: 1.38 -3.93 -4.12
H: 2.63 -1.75 -3.98
H: 2.26 -0.29 -2.03
C: 3.18 2.15 0.22
C: 2.80 1.13 1.32
C: 4.02 0.27 1.67
C: 2.30 1.89 2.56
N: 1.76 0.35 0.78
H: 3.87 2.90 0.61
H: 2.27 2.63 -0.12
H: 3.64 1.64 -0.62
H: 4.82 0.89 2.08
H: 4.39 -0.23 0.77
H: 3.75 -0.49 2.39
H: 2.98 2.71 2.81
H: 2.23 1.22 3.41
H: 1.31 2.29 2.34
Se: -1.87 -0.03 -1.39
C: 0.34 3.88 -3.36
S: -0.06 2.13 -2.90
C: 0.15 1.48 -4.62
O: 1.15 1.71 -2.19
H: -0.41 4.27 -4.03
H: 1.33 3.91 -3.80
H: 0.34 4.44 -2.43
H: -0.56 1.96 -5.28
H: -0.04 0.42 -4.58
H: 1.17 1.67 -4.94
C: -1.91 3.55 -0.33
C: -1.68 2.57 0.84
C: -1.83 3.32 2.18
O: -0.43 1.99 0.79
H: -2.86 4.06 -0.19
H: -1.95 2.99 -1.26
H: -1.10 4.28 -0.38
H: -2.48 1.81 0.79
H: -1.17 4.18 2.19
H: -1.58 2.66 3.00
H: -2.86 3.66 2.29
N: -3.04 -0.65 1.82
C: -2.12 -0.38 2.77
C: -2.50 0.16 4.02
C: -1.55 0.30 5.00
C: -0.24 -0.10 4.74
C: 0.05 -0.60 3.49
N: -0.85 -0.73 2.52
H: -3.92 -0.17 1.88
H: -2.69 -0.74 0.86
H: -3.52 0.46 4.18
H: -1.82 0.71 5.97
H: 0.53 -0.02 5.50
H: 1.05 -0.92 3.23